{
  "formula": "C5H7N",
  "method": "ωB97M-V with the def2-TZVPD basis set",
  "total_charge": 0,
  "de_lowest_ev": 4.193,
  "energy_ev": -6784.3197,
  "lumo_ev": 1.10,
  "species": ["C", "C", "C", "N", "C", "C", "H", "H", "H", "H", "H", "H", "H"],
  "coordinates": [[-2.5433, -0.1200, -1.4017], [-1.6721, -0.5343, -0.6856], [-0.5606, -0.9502, 0.1830], [0.2605, 0.1917, 0.3830], [1.2946, 0.7771, -0.3521], [1.3487, 0.4988, 1.2114], [-3.3247, 0.2387, -2.0344], [-0.9362, -1.2131, 1.1783], [-0.0585, -1.8389, -0.2342], [1.1996, 1.8103, -0.6732], [1.7919, 0.1492, -1.1254], [1.0188, 1.1320, 2.0554], [2.1812, -0.1412, 1.4956]]
}